The following is a quantum chemistry calculation of the molecule C4H9NO2 at a distorted geometry, from OMol25.

The geometry in XYZ format:
```
16
Properties=species:S:1:pos:R:3
O -0.1524 0.8316 0.0962
O 0.4387 2.6276 0.8884
N 0.2462 1.3894 1.4966
C -0.3874 -1.4842 -0.5586
C -0.5440 -0.8397 -1.8921
C -0.7303 -0.4705 0.5159
C 1.0648 -1.6724 -0.2053
H -1.0570 -2.4276 -0.5220
H -0.5078 -0.6249 1.6477
H 1.5043 -1.6794 0.9057
H 1.6281 -0.9164 -0.7848
H 0.0362 0.1695 -1.8238
H -1.8335 -0.4411 0.4215
H -0.1233 -1.4840 -2.7071
H -1.6387 -0.4428 -2.0869
H 1.5587 -2.7522 -0.5631
```

E   -9871.9154 eV
Kohn-Sham gap   0.317 Ha
LUMO energy   -1.7 eV



The following is a quantum chemistry calculation of a 2-piece molecular cluster, C2HClF2O2 overall at a distorted geometry, from OMol25.

The geometry in XYZ format:
```
8
Properties=species:S:1:pos:R:3
Cl -2.0966 -0.3713 -0.4734
F 1.2819 -0.8228 0.9924
F -0.1258 -2.1046 -0.1301
O 0.2494 3.1701 0.3187
O -0.3455 1.4228 0.2738
C 0.4418 -0.9031 -0.0886
C -0.5900 0.2451 0.0855
H 1.1849 -0.6363 -0.9783
```

Expectation value of S²   2.007
E   -24136.6507 eV
Kohn-Sham gap (spin up / spin down)   0.410 / 0.355 Ha
LUMO energy (spin up / spin down)   -0.6 / -1.1 eV
2S+1   3



The following is a quantum chemistry calculation of C6H10O as an isolated structure, from OMol25.

The geometry in XYZ format:
```
17
Properties=species:S:1:pos:R:3
O 0.3593 1.6963 -1.8066
C 0.0951 -0.5887 -0.8357
C -1.4334 -1.4088 1.1591
C 0.6537 0.7975 -0.7746
C -1.0195 -0.3480 0.1551
C 1.9969 0.3752 -0.5374
C -0.1754 0.8736 0.5559
H -1.9098 -2.2537 0.6429
H 2.4094 0.2052 0.4462
H -2.1518 -1.0291 1.8959
H 0.4401 0.6248 1.4261
H -0.6621 1.8391 0.6604
H -0.5542 -1.7888 1.6895
H -1.9163 0.0103 -0.3871
H 0.5284 -1.5301 -1.1316
H 0.9769 2.4334 -1.7145
H 2.7161 0.4179 -1.3648
```

E   -8427.3774 eV
Kohn-Sham gap (spin up / spin down)   0.300 / 0.297 Ha
LUMO energy (spin up / spin down)   0.4 / 0.3 eV



The following is a quantum chemistry calculation of the molecule C3H4N2O, from OMol25.

The geometry in XYZ format:
```
10
Properties=species:S:1:pos:R:3
O 0.6349 2.0010 0.0210
N -1.0997 -0.3405 1.2958
N 0.6903 1.5531 -1.0983
C 0.1540 0.1780 -1.1413
C 0.7711 -0.9153 -0.3542
C -0.2454 -0.3532 0.2248
H 1.4393 -1.7454 -0.4729
H -0.7666 -0.9155 2.0627
H -1.3955 0.5680 1.6313
H -0.1825 -0.0302 -2.1688
```

E   -8198.6605 eV
Kohn-Sham gap   0.323 Ha
LUMO energy   0.2 eV



The following is a quantum chemistry calculation of C5H14ClFeO3SZn as an isolated structure at a distorted geometry, from OMol25.

The geometry in XYZ format:
```
26
Properties=species:S:1:pos:R:3
Zn 0.0079 0.2163 0.5395
Fe 0.6733 -0.4456 -2.0523
Cl 0.8939 1.7977 -1.1183
S 0.8315 0.3646 3.4708
O 1.6604 1.1085 4.4109
O 0.4288 1.2338 2.3192
O 1.3141 -0.9594 3.0409
C -1.7652 1.3860 0.4215
C 2.1815 -0.9434 -3.5599
C -0.6731 0.2458 4.4592
C -0.5774 -0.0936 -3.5270
C -0.0925 -1.5610 -0.4592
H -0.1858 -0.7565 -4.2798
H -2.6057 1.1155 1.0551
H -0.3476 -0.0258 5.4676
H -1.3912 -0.4588 4.0659
H 0.4041 -2.2333 0.2994
H -1.4982 2.4546 0.5198
H -0.6975 0.9177 -3.8668
H -1.4672 -0.4611 -3.0525
H -1.1407 1.2465 4.4990
H 2.8179 -0.0856 -3.9255
H 1.4339 -1.3205 -4.3313
H 2.8101 -1.7211 -3.0311
H -1.9779 1.1167 -0.6350
H -1.0376 -2.1379 -0.7302
```

Expectation value of S²   8.769
E   -117714.7120 eV
Kohn-Sham gap (spin up / spin down)   0.193 / 0.198 Ha
LUMO energy (spin up / spin down)   5.2 / 5.2 eV
Charge   -2
2S+1   6



The following is a quantum chemistry calculation of C2H2InLiO2 as an isolated structure at a distorted geometry, from OMol25.

The geometry in XYZ format:
```
8
Properties=species:S:1:pos:R:3
In 1.2649 0.9067 -0.0343
O 3.2632 1.9225 0.2748
O 2.0333 -0.6991 -0.1586
C 4.2752 1.3158 0.3766
C 5.0108 0.2180 0.5405
Li 2.7599 -1.7312 -1.3012
H 5.8566 0.0889 -0.1389
H 5.0830 -0.2297 1.5338
```

Expectation value of S²   0.756
E   -11571.1709 eV
Kohn-Sham gap (spin up / spin down)   0.342 / 0.274 Ha
LUMO energy (spin up / spin down)   -4.0 / -6.3 eV
Charge   +1
2S+1   2



The following is a quantum chemistry calculation of the molecule CH2P2S2 at a distorted geometry, from OMol25.

The geometry in XYZ format:
```
7
Properties=species:S:1:pos:R:3
S -2.9388 0.0724 -0.2949
S 2.8276 0.0538 -1.0970
P -1.2417 -0.6999 -0.9423
P 1.6655 -0.7589 0.2114
C 0.0033 0.1751 0.3646
H -0.0212 1.2624 0.3952
H -0.2948 -0.1050 1.3629
```

E   -41316.3542 eV
Kohn-Sham gap   0.242 Ha
LUMO energy   -2.0 eV



The following is a quantum chemistry calculation of an isolated ion of composition C4H10N5O and charge +1 at a distorted geometry, from OMol25.

The geometry in XYZ format:
```
20
Properties=species:S:1:pos:R:3
O -0.6241 -1.7720 0.7629
N 1.4122 -0.1599 0.2841
N 1.8912 1.0134 2.1966
N -0.1391 1.3485 1.0570
N -1.8049 0.0931 -2.0068
N 0.0123 -1.9340 -1.4446
C 1.0831 0.7339 1.1388
C -1.1919 0.0939 -0.7766
C -0.4681 -1.1570 -0.4028
C -0.9508 1.1944 -0.0935
H -2.0197 0.7866 -2.6965
H 0.5593 -2.7355 -1.0590
H 2.7704 0.5736 2.2472
H -2.2326 -0.8037 -2.2648
H 2.2185 -0.8355 0.4284
H -1.2247 2.0775 -0.6135
H 0.3815 -1.4526 -2.3591
H 1.5302 1.6440 2.9523
H -1.1557 -1.1269 1.3189
H -0.0471 2.4182 1.3311
```

E   -13800.9023 eV
Kohn-Sham gap   0.317 Ha
LUMO energy   -3.6 eV
Charge   +1



The following is a quantum chemistry calculation of a 17-piece molecular cluster, C3H42NO16S overall at a distorted geometry, from OMol25.

The geometry in XYZ format:
```
63
Properties=species:S:1:pos:R:3
S -1.6457 1.7644 1.9347
O 3.6664 -2.3468 -0.5285
O -1.6041 4.2790 -1.5962
O 0.2639 -1.7948 -2.6436
O 0.0274 -1.6530 4.7338
O -4.7279 -1.1159 -1.6736
O 1.5586 0.7577 -0.8310
O 2.7098 2.5784 2.9427
O -3.0886 -4.2444 -0.0329
O -2.3408 2.1156 -3.1170
O 1.6659 4.6142 1.5309
O 3.2592 -0.1885 1.1200
O -2.2124 -2.8614 -2.1464
O -5.5433 -3.1855 -0.0690
O -0.1591 0.4897 -4.0550
O 2.4053 1.2065 -3.4869
O 4.9343 2.0053 1.7159
N 1.0976 0.5119 2.4993
C 0.6473 -1.6569 1.5044
C 0.1677 -0.2195 1.5731
C -1.2284 -0.0157 2.0819
H 0.8875 -2.0662 2.5173
H -0.1546 -2.2939 1.1489
H -2.1971 -3.3947 -2.9126
H 4.4687 2.6981 2.2430
H -2.2042 2.2300 -4.0554
H 0.0146 -2.5491 4.6939
H 0.2753 0.2660 0.5953
H -1.7009 1.3490 -2.7864
H -1.8791 -0.5718 1.4613
H 5.2802 2.5256 1.0286
H 2.0084 0.2100 2.2760
H -5.2694 -0.2969 -1.8816
H -0.2063 -0.5230 -4.0008
H -0.4777 -2.3652 -2.4667
H 0.8746 -1.3954 5.1390
H -2.0283 1.8319 0.6522
H -5.4057 -2.4175 -0.6567
H -3.9286 -3.7330 0.2058
H 2.2619 3.4250 2.5887
H -4.1567 -1.2973 -2.3808
H 0.8644 0.4996 3.5027
H 1.5243 4.4765 0.5602
H -3.4614 -4.9763 -0.5387
H -0.0875 0.8275 -5.0089
H 1.1250 1.4618 2.1776
H 2.1333 0.5705 -0.1103
H -2.3964 -3.5065 -1.4190
H 3.5663 -0.9454 0.4982
H -2.0538 5.0845 -1.5942
H 3.9588 0.5346 1.3804
H 2.0802 0.8906 -1.6624
H -2.1286 3.6589 -2.0646
H 0.3598 -1.1088 -1.9767
H 2.7928 2.8051 3.9427
H -6.0590 -2.9771 0.6367
H 3.2260 -2.0145 -1.3235
H 2.0930 2.1094 -3.6225
H 1.7015 0.5703 -3.6577
H -1.4400 -0.2585 3.0566
H 1.5847 -1.7428 0.8889
H 3.5297 -3.3404 -0.4754
H 0.7713 4.7091 1.9443
```

E   -48873.4225 eV
Kohn-Sham gap   0.355 Ha
LUMO energy   -2.4 eV
Charge   +1



The following is a quantum chemistry calculation of the molecule C3H9N3S at a distorted geometry, from OMol25.

The geometry in XYZ format:
```
16
Properties=species:S:1:pos:R:3
S -1.7643 -0.9481 1.3504
N -1.4010 -0.1128 -0.0883
N 0.2470 0.4118 -1.8003
N -0.6765 1.4832 -2.1199
C 1.0816 -0.0236 1.5868
C -0.1591 -0.3128 -0.5414
C 0.9780 -0.9072 0.3191
H -0.9158 1.1268 -3.0979
H 2.1012 -0.5073 -0.1226
H 0.8027 1.1662 1.5094
H -1.4017 1.4363 -1.2360
H 0.0995 -0.4921 2.3433
H 0.7250 -1.9142 0.4728
H 1.1794 1.0103 -1.6616
H 2.2165 -0.0303 1.9385
H -3.1126 -1.3862 1.1475
```

E   -18557.4989 eV
Kohn-Sham gap   0.337 Ha
LUMO energy   0.7 eV



The following is a quantum chemistry calculation of a 2-piece molecular cluster, CH2NO4S overall at a distorted geometry, from OMol25.

The geometry in XYZ format:
```
9
Properties=species:S:1:pos:R:3
S -1.1362 -0.4604 0.6151
O 1.1996 0.9500 1.3915
O -1.9188 0.7679 0.4825
O -1.0318 -0.9730 1.9139
O 2.1343 1.2523 -1.7940
N -1.2925 -1.5405 -0.4232
C 0.6680 0.4170 0.5044
H 2.6626 0.6179 -1.3404
H -1.2852 -1.0312 -1.3498
```

Expectation value of S²   2.007
E   -21581.1872 eV
Kohn-Sham gap (spin up / spin down)   0.245 / 0.233 Ha
LUMO energy (spin up / spin down)   3.8 / 1.1 eV
Charge   -1
2S+1   3



The following is a quantum chemistry calculation of C16H30Cl2F3NO2ReSbSi3 as an isolated structure at a distorted geometry, from OMol25.

The geometry in XYZ format:
```
59
Properties=species:S:1:pos:R:3
Re -0.7937 -0.3510 -0.9687
Sb 0.9617 0.4414 0.8655
Cl 0.1956 -4.4502 0.7485
Cl -2.5683 -1.8024 -3.0263
Si -0.0645 1.1465 3.1147
Si 3.2504 -0.7123 1.0519
Si -1.8514 3.1040 -2.0196
F 1.2933 -1.2051 -2.8563
F -0.0884 0.2026 -3.7473
F 1.4444 0.9194 -2.4138
O -1.6727 1.3958 -1.5958
O -1.9402 1.1317 -0.1814
N -0.7516 -2.0330 -0.8525
C -0.6763 3.9986 -0.9023
C -2.2191 -5.6882 -2.1757
C 2.8851 -2.4578 1.5846
C -2.6046 -4.5087 -2.8008
C 4.0668 -0.6037 -0.6125
C -1.8792 1.4556 2.8593
C -1.2190 -3.2823 -1.2381
C 0.2685 -0.3236 4.2161
C -0.8656 -4.4723 -0.6121
C -3.6242 3.5030 -1.6969
C 0.8948 2.6562 3.6338
C 4.1405 0.2630 2.3686
C -1.3597 -5.6766 -1.0864
C 0.5549 -0.1033 -2.5934
C -2.0976 -3.3180 -2.3209
C -1.3631 3.0895 -3.7993
H 3.8215 -3.0219 1.6244
H -2.3606 0.6839 2.2568
H 0.3643 3.7794 -1.1481
H 0.7363 3.4872 2.9453
H -0.1283 -0.1232 5.2155
H -2.5991 -6.6321 -2.5408
H -1.0682 -6.5947 -0.5970
H 2.2229 -2.9614 0.8794
H 3.5812 -1.2390 -1.3530
H 0.5788 2.9809 4.6286
H -1.9349 2.3500 -4.3619
H -3.8274 3.6094 -0.6310
H -3.8796 4.4477 -2.1831
H -2.3650 1.4622 3.8394
H -3.2847 -4.5103 -3.6399
H -1.5634 4.0684 -4.2409
H -4.2865 2.7352 -2.0992
H -0.2095 -1.2317 3.8453
H -0.8601 3.7300 0.1394
H 4.2716 1.3069 2.0784
H 2.4289 -2.4940 2.5753
H 3.6072 0.2339 3.3208
H 1.3383 -0.5151 4.3190
H 1.9656 2.4497 3.6799
H 5.1344 -0.1582 2.5384
H -0.3030 2.8687 -3.9239
H 4.0838 0.4148 -1.0002
H -0.8220 5.0780 -0.9920
H 5.1014 -0.9411 -0.4983
H -2.0605 2.4177 2.3805
```

Expectation value of S²   0.765
E   -88156.9067 eV
Kohn-Sham gap (spin up / spin down)   0.289 / 0.245 Ha
LUMO energy (spin up / spin down)   -3.3 / -5.0 eV
Charge   +1
2S+1   2